A cluster of 8 separate species, C42H104N8O2 in total at a distorted geometry. Source: the Open Molecules 2025 dataset; level of theory: ωB97M-V/def2-TZVPD.

Structure (XYZ):
```
156
Properties=species:S:1:pos:R:3:lowdin_charge:R:1
C -2.7485 2.5766 0.1488 -0.0781
C -1.6374 2.1269 -0.7732 -0.2598
N -1.0466 0.7658 -0.5834 -0.1576
C -2.0095 -0.1917 -1.1930 -0.2412
C -1.4328 -1.6045 -1.2995 -0.0677
C -0.7476 0.4510 0.8009 -0.2517
C 0.5383 1.1312 1.2746 -0.0568
H -2.4843 2.6744 1.1995 0.0634
H -3.5100 1.7871 0.0731 0.0664
H -3.2801 3.4678 -0.1850 0.0738
H -1.9361 2.2234 -1.8164 0.1010
H -0.7521 2.7567 -0.6248 0.0889
H -2.9052 -0.3078 -0.5648 0.1098
H -2.3200 0.2386 -2.1393 0.0906
H -1.0902 -2.0959 -0.3989 0.0349
H -2.1553 -2.1934 -1.8748 0.0806
H -0.6586 -1.5465 -2.0784 0.0489
H -0.5857 -0.6251 0.8399 0.0949
H -1.5700 0.7272 1.4731 0.1025
H 1.2357 0.9297 0.4517 0.0509
H 1.0135 0.7774 2.1852 0.0609
H 0.5023 2.2239 1.2533 0.0585
C 3.8878 -1.3078 7.5390 -0.0745
C 2.9736 -1.9008 6.4664 -0.2387
N 1.5434 -1.7634 6.7774 -0.1932
C 0.9489 -0.4187 6.7064 -0.2458
C 0.7698 -0.0181 5.2447 -0.0848
C 1.1602 -2.3885 8.0357 -0.2887
C 1.4085 -3.8930 8.1442 -0.0934
H 3.4168 -0.3690 7.8352 0.0607
H 4.9106 -1.1601 7.2005 0.0724
H 3.8810 -1.9526 8.4174 0.0667
H 3.0824 -1.4827 5.4656 0.1056
H 3.1797 -2.9656 6.3486 0.0983
H 0.0322 -0.3275 7.2817 0.1111
H 1.6434 0.2648 7.2213 0.1020
H 0.1233 0.8658 5.2296 0.0602
H 1.6741 0.2639 4.7064 0.0618
H 0.2850 -0.8265 4.6984 0.0608
H 0.0959 -2.2970 8.2716 0.1088
H 1.6040 -1.8993 8.9186 0.1085
H 2.4383 -4.1686 7.8832 0.0569
H 0.8435 -4.4391 7.3852 0.0740
H 1.2488 -4.2947 9.1423 0.0718
C -2.6133 -6.0174 1.4115 -0.0726
C -2.3036 -4.5831 0.9008 -0.2326
N -2.0709 -3.6801 2.0304 -0.2239
C -3.1931 -3.3998 2.9424 -0.2603
C -3.2553 -1.9325 3.2974 -0.0834
C -0.7757 -3.7103 2.7301 -0.2337
C 0.4202 -3.8350 1.7634 -0.0879
H -3.2876 -5.9021 2.2623 0.0561
H -1.7204 -6.5285 1.7656 0.0667
H -3.1925 -6.6049 0.6965 0.0671
H -1.4425 -4.6174 0.2398 0.0919
H -3.1798 -4.0922 0.4742 0.1108
H -4.0809 -3.6128 2.3335 0.1120
H -3.1955 -4.1471 3.7400 0.1114
H -3.1143 -1.2984 2.4259 0.0657
H -4.2047 -1.6383 3.7522 0.0715
H -2.5172 -1.7339 4.0807 0.0605
H -0.7008 -4.5598 3.4285 0.1111
H -0.7945 -2.7925 3.3153 0.0879
H 1.2503 -3.5535 2.4143 0.0751
H 0.2949 -3.1146 0.9537 0.0411
H 0.5745 -4.8115 1.3126 0.0684
C 3.7735 -4.4448 -0.0929 -0.0851
C 3.4429 -2.9881 -0.4933 -0.2493
N 3.2651 -2.7325 -1.9279 -0.1838
C 3.3652 -1.2589 -2.1235 -0.2362
C 3.6869 -0.9722 -3.5803 -0.0933
C 2.0524 -3.3184 -2.4631 -0.2614
C 2.3627 -4.6351 -3.1841 -0.0721
H 4.6132 -4.8264 -0.6736 0.0726
H 2.9201 -5.1172 -0.1766 0.0531
H 4.0402 -4.4209 0.9654 0.0676
H 2.4823 -2.8048 0.0203 0.0913
H 4.2004 -2.3233 -0.0949 0.1057
H 4.1853 -0.8068 -1.5719 0.1100
H 2.3953 -0.8544 -1.8029 0.1079
H 4.7208 -1.1611 -3.8707 0.0766
H 3.3739 0.0462 -3.8307 0.0614
H 3.1573 -1.5938 -4.3091 0.0507
H 1.2063 -3.2429 -1.7648 0.1113
H 1.6479 -2.6900 -3.2688 0.0782
H 3.2157 -4.5800 -3.8474 0.0747
H 2.4816 -5.4291 -2.4400 0.0548
H 1.4482 -4.9594 -3.6942 0.0696
C -1.9670 0.6017 -8.1731 -0.0934
C -0.6894 -0.1951 -8.3200 -0.2465
N -0.3883 -0.8924 -7.0452 -0.1804
C 0.1468 0.1161 -6.1128 -0.2518
C 0.2899 -0.4014 -4.6819 -0.0753
C 0.5608 -1.9792 -7.2563 -0.2620
C -0.0913 -3.1717 -7.9782 -0.0881
H -1.8566 1.4710 -7.5225 0.0611
H -2.7750 0.0230 -7.7323 0.0547
H -2.3509 0.9903 -9.1191 0.0749
H -0.8670 -0.9858 -9.0512 0.0966
H 0.1806 0.3301 -8.7370 0.1199
H 1.0287 0.5417 -6.6132 0.1208
H -0.5719 0.9304 -6.0088 0.0872
H 1.0502 -1.1820 -4.6586 0.0229
H 0.4831 0.3348 -3.9044 0.0669
H -0.6376 -0.9198 -4.4215 0.0701
H 0.9079 -2.3849 -6.3067 0.1003
H 1.4155 -1.7130 -7.8976 0.1200
H -0.2903 -2.9382 -9.0219 0.0574
H -0.9610 -3.5008 -7.4137 0.0770
H 0.6596 -3.9655 -8.0038 0.0716
C -0.0423 4.3251 4.6746 -0.0899
C 0.1348 4.8504 3.2819 -0.2702
N 0.4916 6.2579 3.2778 -0.2073
C 1.1859 6.7236 2.0914 -0.2638
C 2.6842 6.3732 2.1743 -0.0752
C -0.5290 7.2069 3.7343 -0.2480
C 0.1409 8.4872 4.2837 -0.0827
H -0.6035 3.3851 4.6541 0.0635
H -0.6483 4.9399 5.3392 0.0629
H 0.9549 4.1502 5.0809 0.0798
H 0.9331 4.2897 2.7950 0.1036
H -0.7930 4.6777 2.7065 0.1128
H 0.7642 6.2589 1.1807 0.1118
H 1.0358 7.7671 1.8200 0.1004
H 3.2202 6.9635 1.4188 0.0697
H 3.1170 6.5891 3.1435 0.0708
H 2.8221 5.3757 1.7541 0.0593
H -1.1703 6.7789 4.5042 0.0967
H -1.2076 7.4776 2.9120 0.1119
H 0.5844 9.0399 3.4548 0.0543
H 0.9330 8.2210 4.9776 0.0747
H -0.6137 9.1744 4.6675 0.0674
C -3.6456 -0.2284 -5.1563 -0.0516
N -4.2398 0.7594 -4.2543 0.0151
C -4.9805 0.3657 -3.1969 -0.5828
C -5.9105 1.3819 -2.5969 -0.0017
O -4.9173 -0.7545 -2.7116 0.0311
H -3.4645 -1.1814 -4.6691 0.0876
H -2.6617 0.1028 -5.4779 0.0485
H -4.3625 -0.3485 -5.9678 0.0898
H -4.3594 1.6978 -4.5894 0.1269
H -6.9353 1.0925 -2.8355 0.0881
H -5.7954 2.4097 -2.9412 0.0737
H -5.7854 1.2973 -1.5184 0.0804
C -0.1431 4.9534 -2.8665 -0.0756
N 0.6232 3.7729 -2.5990 -0.0070
C 1.8622 3.6805 -2.0501 -0.5414
C 2.3863 2.3164 -1.6462 0.0046
O 2.5300 4.6885 -1.8458 0.0203
H 0.4336 5.7941 -2.4736 0.0849
H -1.0825 4.9850 -2.3086 0.0766
H -0.3272 5.1280 -3.9265 0.0816
H 0.1616 2.8943 -2.7760 0.1023
H 2.6757 2.5135 -0.6176 0.0869
H 3.2358 2.0632 -2.2730 0.0823
H 1.5257 1.6592 -1.7827 0.0524
```

Properties
Frontier orbital gap, eV: 8.083
Structure (SMILES): CCN(CC)CC.CCN(CC)CC.CCN(CC)CC.CCN(CC)CC.CCN(CC)CC.CCN(CC)CC.CNC(C)=O.CNC(C)=O
Charge: 0
Highest occupied orbital energy, Eh: -0.2857

---

A structure of composition C42H105F2N8O18S2Sn at a distorted geometry. Source: the Open Molecules 2025 dataset; level of theory: ωB97M-V/def2-TZVPD.

Structure (XYZ):
```
178
Properties=species:S:1:pos:R:3:lowdin_charge:R:1
Sn 3.4400 0.4839 -0.9588 1.6539
N 0.7278 0.6924 -0.5898 -0.3048
S -0.2700 1.3571 0.4613 0.4057
O -0.3682 0.7304 1.7118 -0.2320
O -1.3090 2.1645 -0.0618 -0.2243
F 0.6696 2.6209 0.8558 -0.2067
S -0.2281 -0.7945 -0.6087 0.5220
O -1.4726 -0.6168 -1.2189 -0.2255
O 0.0191 -1.7398 0.4037 -0.2375
F 0.6768 -1.3862 -1.7947 -0.2074
C 2.9901 -6.6838 -5.7226 -0.1010
O 1.8607 -5.9770 -6.1931 -0.2160
C 1.8927 -5.7530 -7.5895 -0.2416
C 1.0259 -4.5800 -7.9347 -0.1727
N -0.4134 -5.0508 -7.9274 -0.0460
C -1.3232 -4.2945 -7.1129 -0.1926
C -0.7120 -3.6328 -5.8430 -0.2548
O -1.7215 -3.3392 -4.9319 -0.1716
C -1.2136 -2.7523 -3.7689 -0.1179
H 2.5913 -7.2573 -4.8906 0.0884
H 3.8025 -6.0071 -5.4657 0.0831
H 3.3041 -7.4047 -6.4838 0.0901
H 1.5670 -6.6807 -8.0766 0.1326
H 2.9374 -5.5729 -7.8855 0.1251
H 1.2094 -4.2678 -8.9654 0.1159
H 1.2181 -3.7436 -7.2771 0.0984
H -0.3182 -6.0089 -7.6337 0.0874
H -2.2605 -4.7548 -6.8242 0.1229
H -1.5524 -3.3866 -7.6876 0.1150
H -0.2008 -2.7118 -6.1465 0.1137
H -0.0467 -4.3999 -5.4124 0.1194
H -0.7234 -1.7928 -4.0201 0.0785
H -0.4934 -3.4103 -3.2675 0.0749
H -2.0713 -2.4820 -3.1577 0.0778
C -1.1850 -5.1182 1.2844 -0.1307
O -0.6266 -6.1816 0.5945 -0.1403
C -0.2671 -5.8644 -0.7288 -0.1955
C 0.7346 -4.7054 -0.8529 -0.1924
N 1.8723 -4.6250 0.1356 -0.0359
C 2.7296 -5.8324 0.1658 -0.1856
C 3.0213 -6.3786 1.5420 -0.2398
O 3.9918 -7.3774 1.3525 -0.1752
C 4.4676 -7.8948 2.5448 -0.1400
H -2.0794 -4.6792 0.8084 0.0441
H -0.5103 -4.2440 1.4064 0.0748
H -1.4591 -5.3439 2.3142 0.1096
H -1.1795 -5.4588 -1.1983 0.1187
H 0.0402 -6.7437 -1.2841 0.1231
H 0.1165 -3.8235 -0.6345 0.0687
H 1.1154 -4.5481 -1.8691 0.1106
H 1.3919 -4.5049 1.0288 0.0864
H 3.7205 -5.6791 -0.2837 0.1111
H 2.2624 -6.6629 -0.3768 0.1244
H 2.1367 -6.7892 2.0577 0.1357
H 3.4272 -5.6477 2.2682 0.1204
H 5.3498 -8.5281 2.4085 0.0907
H 3.7384 -8.5933 2.9933 0.0961
H 4.7766 -7.1983 3.3398 0.0904
C -4.3671 -6.2054 0.6259 -0.1117
O -3.5089 -5.5045 -0.2031 -0.2345
C -4.0254 -4.2850 -0.6281 -0.2062
C -3.8569 -3.2328 0.4845 -0.1994
N -3.8876 -1.8689 0.0043 -0.0716
C -5.1982 -1.3721 -0.4072 -0.1795
C -5.0968 -0.3656 -1.5195 -0.2291
O -6.4196 -0.0515 -1.9320 -0.1765
C -6.4574 0.7267 -3.0875 -0.1214
H -4.5237 -5.7228 1.6013 0.0962
H -3.8503 -7.1324 0.9082 0.0994
H -5.3086 -6.5417 0.1797 0.0983
H -5.0535 -4.4231 -0.9720 0.1233
H -3.4626 -3.8595 -1.4613 0.1183
H -2.8916 -3.4304 0.9656 0.0931
H -4.5698 -3.3486 1.3086 0.1276
H -3.1040 -1.6539 -0.5883 0.0496
H -5.6811 -0.9725 0.4777 0.1280
H -5.6660 -2.2439 -0.8722 0.1154
H -4.5700 -0.7971 -2.3911 0.1244
H -4.5226 0.5252 -1.2086 0.1320
H -5.4834 0.9552 -3.5233 0.0730
H -7.0362 1.6129 -2.8347 0.0893
H -7.0037 0.1988 -3.8776 0.0887
C -1.9534 9.2898 6.9788 -0.1701
O -2.2859 9.3601 5.6584 -0.1668
C -3.5077 8.6861 5.4014 -0.2272
C -3.6921 8.6037 3.9164 -0.2726
N -2.8423 7.6960 3.2713 -0.0417
C -2.6787 8.0944 1.8533 -0.1916
C -1.8538 7.0417 1.1315 -0.2466
O -0.5320 7.1927 1.5663 -0.1736
C 0.3265 6.1908 1.1012 -0.1191
H -2.4298 10.0515 7.6251 0.0930
H -0.9187 9.6357 7.1398 0.0904
H -2.0171 8.3061 7.4495 0.0861
H -4.3646 9.1389 5.9180 0.1288
H -3.4212 7.6778 5.8473 0.1157
H -3.5399 9.6639 3.6210 0.1268
H -4.7601 8.4859 3.7124 0.1243
H -1.9004 7.6304 3.6409 0.1128
H -2.1282 9.0522 1.8302 0.1276
H -3.6332 8.2312 1.3420 0.1216
H -1.9274 7.2815 0.0542 0.1226
H -2.3562 6.0743 1.2472 0.1269
H 1.2666 6.2354 1.6573 0.0839
H 0.6400 6.3799 0.0572 0.0853
H -0.1220 5.2013 1.2065 0.0773
C 4.3420 -0.0356 -4.0781 -0.0602
O 4.4165 -0.5246 -2.7527 -0.3994
C 3.9327 -1.8773 -2.6589 -0.2130
C 4.1210 -2.4270 -1.2766 -0.1522
N 3.3245 -1.5904 -0.3413 -0.1943
C 3.7088 -1.9029 1.0180 -0.2039
C 2.9104 -1.1712 2.0370 -0.2301
O 3.2729 0.1369 1.8183 -0.2822
C 2.6085 1.1286 2.5745 -0.0481
H 5.2020 -0.4362 -4.6102 0.1141
H 4.2994 1.0391 -3.9953 0.0894
H 3.4070 -0.3569 -4.5505 0.0998
H 4.5167 -2.4837 -3.3783 0.1527
H 2.9121 -1.9119 -3.0683 0.1311
H 5.2042 -2.3825 -1.1127 0.1489
H 3.8081 -3.4741 -1.2398 0.1260
H 2.4161 -2.1000 -0.3841 0.1094
H 4.7176 -1.4836 1.1711 0.1446
H 3.7001 -2.9428 1.3532 0.1339
H 3.0006 -1.5342 3.0628 0.1487
H 1.8322 -1.2654 1.7874 0.1228
H 2.6415 0.9320 3.6484 0.0961
H 1.5582 1.1905 2.2802 0.0518
H 3.1031 2.0764 2.3840 0.1001
C 3.8215 4.3343 -0.0878 -0.0751
O 3.2101 3.3359 -0.8775 -0.3469
C 2.7485 3.9005 -2.0755 -0.2443
C 1.4630 3.3681 -2.6155 -0.1669
N 1.5407 1.9009 -2.9687 -0.0536
C 0.8002 1.6484 -4.2402 -0.1747
C -0.7060 1.6842 -4.0520 -0.2526
O -1.1488 2.9636 -3.7806 -0.2061
C -2.5393 3.2294 -4.1240 -0.0345
H 4.3721 4.9803 -0.7699 0.0941
H 4.3956 3.9221 0.7240 0.0912
H 3.0085 4.9669 0.2737 0.0859
H 3.5287 3.6704 -2.8162 0.1286
H 2.7333 4.9884 -1.9757 0.1265
H 0.9954 3.8864 -3.4539 0.1211
H 0.6402 3.5286 -1.8932 0.1267
H 0.9311 1.4733 -2.2718 0.0055
H 1.0662 0.6699 -4.6132 0.0946
H 1.0494 2.3626 -5.0304 0.1291
H -0.9388 1.0524 -3.1791 0.1117
H -1.2410 1.2548 -4.9116 0.1298
H -2.6974 4.2928 -4.0294 0.0892
H -3.1619 2.6492 -3.4192 0.0865
H -2.7571 2.8171 -5.1204 0.0896
C 3.4071 0.6207 6.6220 -0.0798
O 2.2366 1.4626 6.6959 -0.2159
C 2.3140 2.4994 7.6100 -0.2671
C 0.9089 3.0415 7.7295 -0.2021
N 0.5419 3.6705 6.4405 -0.0538
C -0.9026 3.8060 6.3392 -0.2200
C -1.2799 4.7094 5.1980 -0.2372
O -1.2079 4.0691 3.9587 -0.1893
C -2.2264 3.2027 3.6098 -0.1252
H 3.5896 0.2174 7.6327 0.0909
H 4.2560 1.1946 6.2291 0.0916
H 3.1504 -0.2380 6.0015 0.0723
H 2.9405 3.3456 7.2985 0.1287
H 2.6665 2.0883 8.5622 0.1224
H 0.8300 3.8908 8.4094 0.1241
H 0.2763 2.1769 7.9826 0.1240
H 0.7954 3.0744 5.6539 0.1039
H -1.3211 4.1637 7.2791 0.1232
H -1.3754 2.8482 6.0685 0.1148
H -0.6073 5.5742 5.1882 0.1241
H -2.2679 5.1962 5.2570 0.1169
H -3.2601 3.4339 3.8827 0.0982
H -1.9988 2.2462 4.1224 0.0827
H -2.1794 2.8687 2.5745 0.0693
```

Properties
Frontier orbital gap, eV: 5.757
Charge: +1
Highest occupied orbital energy, Eh: -0.3573